{
  "formula": "C39H70FNO15S2",
  "method": "ωB97M-V/def2-TZVPD",
  "species": ["C", "C", "O", "C", "C", "C", "C", "C", "S", "O", "O", "F", "C", "C", "S", "C", "C", "C", "C", "C", "C", "N", "H", "H", "H", "H", "H", "H", "H", "H", "H", "H", "H", "H", "H", "H", "C", "O", "C", "C", "O", "C", "C", "O", "C", "H", "H", "H", "H", "H", "H", "H", "H", "H", "H", "H", "H", "H", "H", "C", "O", "C", "C", "O", "C", "C", "O", "C", "H", "H", "H", "H", "H", "H", "H", "H", "H", "H", "H", "H", "H", "H", "C", "O", "C", "C", "O", "C", "C", "O", "C", "H", "H", "H", "H", "H", "H", "H", "H", "H", "H", "H", "H", "H", "H", "C", "O", "C", "C", "O", "C", "C", "O", "C", "H", "H", "H", "H", "H", "H", "H", "H", "H", "H", "H", "H", "H", "H"],
  "positions_angstrom": [[4.790, -4.605, -2.270], [3.482, -5.099, -1.620], [3.560, -6.459, -1.194], [3.037, -4.186, -0.441], [2.347, -2.970, -1.065], [3.041, -1.783, -1.293], [2.365, -0.722, -1.858], [1.037, -0.856, -2.219], [0.319, 0.583, -2.974], [1.311, 1.513, -3.377], [-0.654, 1.091, -2.070], [-0.404, 0.101, -4.319], [0.309, -2.040, -2.006], [1.001, -3.089, -1.396], [0.092, -4.595, -1.046], [-1.090, -4.576, -2.395], [-1.576, -5.767, -2.914], [-2.493, -5.762, -3.945], [-2.882, -4.508, -4.476], [-2.384, -3.344, -3.950], [-1.483, -3.353, -2.875], [-1.047, -2.099, -2.371], [4.746, -3.517, -2.414], [4.883, -5.082, -3.259], [5.676, -4.899, -1.691], [2.685, -5.031, -2.384], [3.559, -6.995, -1.997], [3.906, -3.840, 0.138], [2.373, -4.737, 0.236], [4.087, -1.715, -0.994], [2.923, 0.201, -2.010], [-1.264, -6.725, -2.497], [-2.899, -6.695, -4.333], [-3.586, -4.472, -5.308], [-2.699, -2.393, -4.386], [-1.315, -1.345, -2.989], [-1.882, 4.241, 0.058], [-1.978, 3.420, 1.201], [-1.285, 2.194, 1.029], [-1.205, 1.448, 2.345], [-0.133, 1.886, 3.174], [-0.334, 3.125, 3.841], [-1.271, 3.023, 5.028], [-2.622, 3.092, 4.599], [-3.518, 2.757, 5.634], [-2.292, 3.734, -0.822], [-2.460, 5.146, 0.243], [-0.839, 4.524, -0.123], [-0.275, 2.385, 0.648], [-1.840, 1.589, 0.301], [-0.984, 0.401, 2.123], [-2.156, 1.475, 2.881], [-0.653, 3.902, 3.143], [0.652, 3.408, 4.218], [-1.087, 3.865, 5.710], [-1.094, 2.079, 5.558], [-3.374, 1.717, 5.948], [-4.531, 2.866, 5.250], [-3.391, 3.426, 6.493], [8.037, -3.685, 3.924], [8.448, -3.423, 2.600], [7.408, -3.666, 1.668], [7.798, -3.154, 0.296], [7.557, -1.761, 0.133], [8.488, -0.893, 0.769], [9.812, -0.798, 0.038], [10.652, -1.884, 0.396], [11.785, -1.968, -0.439], [7.713, -4.726, 4.032], [8.889, -3.512, 4.580], [7.227, -3.008, 4.218], [6.486, -3.173, 2.000], [7.243, -4.752, 1.616], [7.155, -3.642, -0.439], [8.830, -3.409, 0.047], [8.627, -1.162, 1.817], [8.021, 0.094, 0.743], [10.319, 0.134, 0.323], [9.637, -0.801, -1.045], [11.487, -2.170, -1.475], [12.400, -2.795, -0.088], [12.373, -1.044, -0.395], [0.444, 12.319, 0.358], [-0.580, 11.445, 0.775], [-1.372, 11.002, -0.316], [-2.303, 9.891, 0.123], [-1.684, 8.611, 0.134], [-0.804, 8.358, 1.223], [-1.533, 8.071, 2.520], [-1.899, 9.284, 3.160], [-2.785, 9.062, 4.234], [0.026, 13.198, -0.145], [0.988, 12.646, 1.243], [1.144, 11.803, -0.311], [-0.725, 10.645, -1.126], [-1.967, 11.854, -0.673], [-3.104, 9.814, -0.616], [-2.767, 10.114, 1.086], [-0.075, 9.163, 1.336], [-0.254, 7.457, 0.942], [-0.867, 7.517, 3.197], [-2.427, 7.470, 2.317], [-3.728, 8.635, 3.874], [-2.995, 10.023, 4.700], [-2.337, 8.396, 4.980], [-9.655, -7.290, -2.758], [-8.693, -6.517, -2.078], [-7.445, -7.186, -1.988], [-6.376, -6.245, -1.470], [-5.810, -5.424, -2.485], [-6.619, -4.337, -2.917], [-6.656, -3.189, -1.930], [-7.619, -3.439, -0.918], [-7.511, -2.519, 0.146], [-9.813, -8.249, -2.251], [-10.592, -6.735, -2.760], [-9.349, -7.462, -3.796], [-7.155, -7.569, -2.974], [-7.558, -8.026, -1.289], [-5.547, -6.852, -1.100], [-6.739, -5.645, -0.634], [-7.623, -4.674, -3.183], [-6.143, -3.976, -3.832], [-6.944, -2.268, -2.454], [-5.665, -3.058, -1.479], [-6.541, -2.621, 0.647], [-8.297, -2.744, 0.865], [-7.640, -1.491, -0.211]],
  "lumo_energy_ev": 0.33,
  "charge": 0,
  "total_energy_ha": -3607.39377,
  "e_above_lowest_kj_mol": 75.33,
  "gap_ev": 8.373
}

{
  "formula": "C17H30KN6O4PSTe",
  "method": "ωB97M-V/def2-TZVPD",
  "species": ["K", "N", "C", "S", "N", "N", "C", "C", "C", "C", "C", "C", "C", "O", "H", "H", "H", "H", "H", "H", "H", "C", "C", "O", "P", "O", "Te", "O", "C", "C", "H", "H", "H", "H", "H", "H", "H", "H", "H", "H", "C", "N", "C", "C", "N", "N", "C", "C", "H", "H", "H", "H", "H", "H", "H", "H", "H", "H", "H", "H", "H"],
  "positions_angstrom": [[-0.551, -0.299, 0.922], [4.196, -0.777, 2.814], [3.014, -1.265, 2.225], [3.087, -1.576, 0.516], [2.044, -1.408, 3.081], [0.832, -1.824, 2.499], [0.046, -2.381, 3.335], [-1.363, -2.763, 3.084], [-2.095, -3.166, 4.201], [-3.433, -3.524, 4.171], [-4.083, -3.475, 2.935], [-3.410, -3.103, 1.796], [-2.019, -2.749, 1.790], [-1.430, -2.446, 0.709], [4.765, -0.304, 2.129], [3.987, -0.229, 3.639], [0.416, -2.537, 4.355], [-1.562, -3.183, 5.150], [-3.951, -3.813, 5.076], [-5.138, -3.731, 2.867], [-3.905, -3.067, 0.832], [-1.991, 6.103, -0.403], [-1.447, 4.700, -0.265], [-1.370, 4.400, 1.134], [-0.928, 2.892, 1.532], [-1.583, 1.900, 0.634], [-1.184, 2.699, 3.890], [0.630, 2.845, 1.091], [1.646, 3.492, 1.868], [2.978, 3.048, 1.306], [-2.101, 6.371, -1.457], [-1.326, 6.829, 0.065], [-2.967, 6.174, 0.077], [-0.450, 4.612, -0.709], [-2.089, 3.964, -0.752], [1.539, 3.200, 2.915], [1.505, 4.576, 1.799], [3.039, 1.958, 1.297], [3.798, 3.432, 1.919], [3.120, 3.402, 0.283], [-0.338, -1.262, -5.320], [0.413, -0.539, -4.308], [0.263, 0.891, -4.446], [0.295, -1.047, -2.988], [-0.098, -0.382, -1.973], [0.666, -2.369, -2.873], [0.409, -3.019, -1.593], [1.884, -2.818, -3.518], [-1.414, -1.035, -5.258], [-0.210, -2.333, -5.189], [0.015, -0.985, -6.317], [0.600, 1.191, -5.441], [0.870, 1.408, -3.705], [-0.782, 1.221, -4.329], [-0.484, 0.519, -2.237], [1.148, -2.741, -0.835], [0.445, -4.099, -1.763], [-0.570, -2.751, -1.211], [2.117, -2.193, -4.376], [1.771, -3.855, -3.854], [2.728, -2.781, -2.817]],
  "lumo_energy_ev": 4.05,
  "charge": -2,
  "total_energy_ha": -2902.94538,
  "e_above_lowest_kj_mol": 0.00,
  "gap_ev": 5.098
}

{
  "formula": "C4H8O4",
  "method": "ωB97M-V/def2-TZVPD",
  "species": ["C", "C", "C", "C", "O", "O", "O", "O", "H", "H", "H", "H", "H", "H", "H", "H"],
  "positions_angstrom": [[0.720, -0.512, 0.792], [0.882, 0.348, -0.237], [1.904, 0.178, -1.308], [-2.349, 0.029, 0.099], [1.577, -1.571, 0.934], [0.178, -0.195, 2.007], [-2.920, 0.490, -1.051], [-2.120, 0.792, 1.009], [1.357, -2.017, 1.761], [-0.513, 0.479, 1.891], [-3.099, 1.444, -0.983], [0.244, 1.215, -0.310], [-2.397, -1.068, 0.119], [2.278, 1.143, -1.650], [1.504, -0.378, -2.156], [2.755, -0.376, -0.918]],
  "lumo_energy_ev": 0.67,
  "charge": 0,
  "total_energy_ha": -458.14884,
  "e_above_lowest_kj_mol": 221.38,
  "gap_ev": 8.702
}

{
  "formula": "C5H10N7",
  "method": "ωB97M-V/def2-TZVPD",
  "species": ["C", "C", "C", "C", "C", "N", "N", "N", "N", "N", "N", "N", "H", "H", "H", "H", "H", "H", "H", "H", "H", "H"],
  "positions_angstrom": [[-1.128, 1.140, 0.049], [-0.794, 2.147, 1.021], [0.556, 0.459, 1.458], [-1.284, 1.032, -1.288], [-0.631, -2.178, -0.730], [0.117, 1.642, 1.829], [-0.891, -0.070, -1.779], [-0.161, -0.138, 0.407], [-1.206, 3.406, 1.129], [1.750, -0.011, 1.908], [1.302, -0.925, -1.166], [-0.062, -0.761, -0.795], [-1.748, 1.589, -2.034], [-1.630, -2.227, -0.283], [-0.761, -2.342, -1.828], [0.090, -2.743, -0.052], [-2.105, 3.705, 0.743], [-0.869, 3.746, 1.998], [2.378, 0.442, 2.625], [2.002, -0.831, 1.529], [1.362, -1.690, -1.846], [1.669, -0.072, -1.596]],
  "lumo_energy_ev": -3.39,
  "charge": 1,
  "total_energy_ha": -579.42680,
  "e_above_lowest_kj_mol": 550.58,
  "gap_ev": 8.540
}